# C14H28ClHfN6O8

A molecular structure, C14H28ClHfN6O8 (ωB97M-V/def2-TZVPD, OMol25).

Values from the calculation:
net charge	+5
ΔE to the lowest compared entry with this formula, charge and spin	0.374	eV
HOMO level	-21.11	eV
electronic energy	-1985.9791	Ha
frontier orbital gap	1.245	eV

Last column: natural (NBO) charge in e.
Cartesian coordinates (Å):
C  -1.0960  8.9437  1.1764  -0.6288
C  -2.3451  8.0500  1.0407  -0.2242
N  -1.9369  6.8757  0.2582  -0.2591
C  -2.2323  6.5396  -1.0183  0.1400
C  -1.4578  5.3640  -1.2943  0.1758
N  -0.8988  4.9367  -0.1337  -0.2957
C  -1.2853  5.8262  0.8254  0.4350
C  -0.0932  3.7459  0.0578  -0.4498
H  -0.7798  9.1637  0.1514  0.2364
H  -0.1681  8.6270  1.6600  0.2586
H  -1.4214  9.8497  1.6915  0.2981
H  -3.1083  8.5983  0.4951  0.2754
H  -2.6786  7.6897  2.0164  0.2681
H  -2.7271  7.2079  -1.7116  0.3130
H  -1.2120  4.8848  -2.2307  0.2885
H  -0.8850  5.8499  1.8329  0.3048
H  -0.6031  2.9607  0.6154  0.2658
H  0.9011  3.8821  0.4824  0.2865
H  0.1075  3.3141  -0.9234  0.2546
C  1.6269  -5.7106  2.7284  -0.6176
C  1.4096  -4.9520  1.4300  -0.2214
N  2.0054  -5.6571  0.2583  -0.2846
C  2.8318  -5.1350  -0.7056  0.0765
C  3.0196  -6.0622  -1.7217  0.0913
N  2.3385  -7.1760  -1.3334  -0.2744
C  1.7813  -6.9377  -0.1240  0.3682
C  2.1515  -8.3989  -2.0736  -0.4533
H  1.0151  -5.3657  3.5586  0.2774
H  2.6677  -5.6485  3.0376  0.2525
H  1.3056  -6.7292  2.4943  0.2093
H  1.9118  -3.9945  1.5811  0.2457
H  0.3803  -4.7328  1.1503  0.2328
H  3.0527  -4.0814  -0.6708  0.2538
H  3.5509  -5.8927  -2.6453  0.2901
H  1.0467  -7.5694  0.3569  0.2822
H  1.1478  -8.5723  -2.4612  0.2642
H  2.4145  -9.2501  -1.4411  0.2750
H  2.8496  -8.4632  -2.9070  0.2701
Hf  -2.0862  -1.7919  -3.7374  1.8280
Cl  -0.4268  -0.4259  -0.1655  2.5435
O  0.5164  0.5263  -0.7042  -0.8144
O  0.3895  -1.5285  0.3069  -0.7989
O  -1.2111  0.1460  0.8835  -0.7572
O  -1.2166  -0.9532  -1.2791  -0.9784
C  2.4430  -1.5505  -2.6430  -0.4906
N  1.4419  -2.5377  -3.1210  0.5875
O  1.8111  -3.6713  -3.2726  -0.2334
O  0.3032  -2.1321  -3.4140  -0.5851
H  2.4441  -1.4500  -1.5596  0.2838
H  2.1810  -0.6290  -3.1590  0.2611
H  3.4103  -1.8715  -3.0223  0.2769
C  -4.0642  2.0497  2.4806  -0.5029
N  -2.7744  2.4785  3.0936  0.5362
O  -2.2258  1.7168  3.8408  -0.1507
O  -2.3363  3.6175  2.9241  -0.2978
H  -4.8193  2.1116  3.2665  0.3008
H  -3.9275  1.0985  1.9796  0.2657
H  -4.4394  2.8165  1.7985  0.2445